(1)
This record from OMol25 describes a structure of composition C25H40CoO13. The level of theory is the ωB97M-V functional and the def2-TZVPD basis.

Structure (XYZ):
```
79
Properties=species:S:1:pos:R:3:lowdin_spin:R:1
Co -20.824 -2.315 -28.986 2.836
O -21.415 -0.218 -28.226 0.014
C -21.587 0.664 -27.422 0.002
O -20.541 1.289 -26.878 0.000
C -20.946 2.328 -25.960 0.000
C -22.399 1.986 -25.644 0.000
C -22.876 1.235 -26.894 0.000
H -20.874 3.350 -26.335 0.000
H -20.298 2.326 -25.086 0.000
H -23.025 2.873 -25.531 0.000
H -22.543 1.442 -24.711 0.000
H -23.283 1.924 -27.635 0.000
H -23.614 0.471 -26.664 0.000
O -20.474 -3.257 -31.172 0.013
C -20.432 -3.324 -32.378 0.001
O -19.945 -2.312 -33.096 0.000
C -19.915 -2.633 -34.510 0.000
C -20.182 -4.153 -34.594 0.000
C -20.857 -4.476 -33.247 0.000
H -18.915 -2.426 -34.876 0.000
H -20.702 -2.059 -34.991 0.000
H -19.258 -4.720 -34.678 0.000
H -20.837 -4.378 -35.431 0.000
H -20.521 -5.421 -32.830 0.000
H -21.943 -4.494 -33.337 0.000
O -20.327 -4.307 -28.705 0.023
C -19.577 -5.245 -28.840 0.003
O -18.305 -5.023 -29.134 0.000
C -17.558 -6.265 -29.180 0.000
C -18.448 -7.287 -28.482 0.000
C -19.851 -6.694 -28.622 0.001
H -16.624 -6.061 -28.667 0.000
H -17.373 -6.541 -30.218 0.000
H -18.197 -7.328 -27.419 0.000
H -18.341 -8.302 -28.854 0.000
H -20.546 -6.840 -27.800 0.000
H -20.368 -7.083 -29.506 0.000
O -22.144 -2.840 -27.473 0.025
C -22.730 -2.698 -26.424 0.003
O -22.200 -1.933 -25.463 -0.001
C -23.085 -1.826 -24.322 0.000
C -24.127 -2.930 -24.514 0.000
C -24.110 -3.178 -26.033 0.001
H -23.551 -0.843 -24.313 0.000
H -22.507 -1.990 -23.416 0.000
H -25.119 -2.566 -24.249 0.000
H -23.913 -3.841 -23.965 0.000
H -24.820 -2.578 -26.602 0.000
H -24.263 -4.236 -26.227 0.000
O -19.369 -1.118 -29.890 0.020
C -18.473 -0.324 -29.979 0.004
O -17.242 -0.711 -30.284 0.001
C -16.322 0.389 -30.133 0.000
C -17.127 1.463 -29.385 0.000
C -18.548 1.175 -29.869 0.000
H -16.036 0.692 -31.142 0.000
H -15.408 0.135 -29.603 0.000
H -16.762 2.474 -29.547 0.000
H -17.011 1.266 -28.317 0.000
H -18.728 1.628 -30.844 0.000
H -19.351 1.454 -29.195 0.000
O -19.464 -2.014 -27.375 0.024
C -18.526 -1.830 -26.646 0.002
O -17.308 -2.199 -27.020 -0.001
C -16.353 -1.754 -26.049 0.000
C -17.158 -1.756 -24.758 0.000
C -18.526 -1.265 -25.250 0.001
H -16.002 -0.731 -26.221 0.000
H -15.471 -2.378 -25.940 0.000
H -16.711 -1.133 -23.984 0.000
H -17.197 -2.786 -24.399 0.000
H -18.617 -0.177 -25.232 0.000
H -19.300 -1.623 -24.574 0.000
C -23.672 -2.620 -30.319 0.001
O -22.508 -1.793 -30.199 0.022
H -24.414 -2.142 -30.955 0.001
H -23.430 -3.616 -30.685 0.000
H -24.116 -2.767 -29.331 0.000
H -22.714 -0.932 -30.567 0.002
```

Calculated values
Frontier orbital gap (alpha / beta), eV: 11.0 / 10.9
Expectation value of S²: 3.7544
Relative energy (zero: lowest compared OMol25 entry of this formula, charge and spin), kJ/mol: 0.0
Highest occupied orbital energy (alpha / beta), eV: -14.928 / -14.901
Charge: +2
Spin multiplicity: 4

***

(2)
This record from OMol25 describes an isolated molecule of C3H5FS. The level of theory is the ωB97M-V functional and the def2-TZVPD basis.

Structure (XYZ):
```
10
Properties=species:S:1:pos:R:3:nbo_charge:R:1
F 0.453 1.394 -0.775 -0.425
C -0.863 0.984 -0.129 0.036
C -0.236 -0.391 0.527 -0.340
C 1.224 -0.868 -0.011 -0.454
S -0.374 -1.763 -0.779 0.032
H -1.857 0.765 -0.881 0.212
H -0.879 1.706 0.609 0.176
H -0.939 -0.568 1.319 0.235
H 1.530 -0.155 -0.825 0.273
H 1.942 -1.104 0.946 0.256
```

Calculated values
Frontier orbital gap, eV: 9.4
Relative energy (zero: lowest compared OMol25 entry of this formula, charge and spin), kJ/mol: 329.3
Highest occupied orbital energy, eV: -8.849
Structure (SMILES): FC[C@@H]1CS1

***

(3)
This record from OMol25 describes a cluster of 2 separate species, C5H12NO in total. The level of theory is the ωB97M-V functional and the def2-TZVPD basis.

Structure (XYZ):
```
19
Properties=species:S:1:pos:R:3:nbo_charge:R:1
C 1.362 2.881 -1.876 -0.660
C 1.420 1.597 -1.461 0.062
N 0.488 0.617 -1.581 -0.853
H 0.468 3.327 -2.296 0.167
H 2.190 3.552 -1.690 0.177
H 2.312 1.304 -0.913 0.169
H -0.394 0.958 -1.894 0.338
H 0.495 -0.181 -0.803 0.456
C 0.138 -0.864 1.435 -0.019
O 0.492 -1.228 0.177 -0.917
C -1.141 -1.579 1.914 -0.419
C -2.345 -1.233 1.055 -0.613
H -0.047 0.234 1.536 0.091
H 0.928 -1.071 2.198 0.094
H -1.323 -1.401 2.981 0.163
H -0.957 -2.658 1.828 0.179
H -3.237 -1.799 1.341 0.177
H -2.094 -1.373 0.005 0.226
H -2.635 -0.181 1.185 0.181
```

Calculated values
Frontier orbital gap, eV: 7.6
Relative energy (zero: lowest compared OMol25 entry of this formula, charge and spin), kJ/mol: 14.7
Highest occupied orbital energy, eV: -3.323
Charge: -1

***

(4)
This record from OMol25 describes a cluster of 18 separate species, C121H154N17O17 in total. The level of theory is the ωB97M-V functional and the def2-TZVPD basis.

Structure (XYZ):
```
309
Properties=species:S:1:pos:R:3:mulliken_charge:R:1
C -7.736 -9.742 3.547 -1.301
N -8.693 -10.769 3.135 0.188
C -9.857 -10.951 3.780 -0.500
C -10.632 -12.055 3.495 -0.649
C -10.390 -12.851 2.372 0.926
C -9.245 -12.552 1.686 -0.715
C -8.406 -11.549 2.119 -0.454
C -11.280 -14.015 1.946 0.663
C -11.679 -14.961 2.876 -0.670
C -12.541 -15.925 2.463 -0.169
N -12.987 -16.009 1.182 0.075
C -12.646 -15.110 0.292 -0.215
C -11.719 -14.139 0.627 -0.630
C -13.903 -17.124 0.783 -0.903
H -6.772 -9.954 3.142 0.403
H -7.683 -9.638 4.605 0.471
H -7.989 -8.825 3.011 0.494
H -10.020 -10.278 4.575 0.502
H -11.482 -12.207 4.139 0.502
H -8.984 -13.298 0.922 0.488
H -7.357 -11.364 1.745 0.596
H -11.329 -14.758 3.910 0.492
H -12.858 -16.780 3.085 0.377
H -12.982 -15.142 -0.733 0.426
H -11.457 -13.431 -0.143 0.478
H -13.656 -17.999 1.400 0.346
H -13.661 -17.423 -0.242 0.387
H -14.989 -16.829 0.871 0.315
C 2.728 -7.648 1.932 -0.674
N 3.655 -8.815 2.008 0.121
C 3.640 -9.720 1.060 -0.291
C 4.624 -10.679 0.888 -0.875
C 5.671 -10.652 1.736 1.102
C 5.707 -9.674 2.716 -0.723
C 4.724 -8.752 2.801 -0.538
C 6.788 -11.724 1.633 0.954
C 7.093 -12.237 0.405 -0.610
C 8.142 -13.154 0.264 -0.459
N 8.825 -13.626 1.351 0.025
C 8.492 -13.184 2.540 -0.232
C 7.498 -12.248 2.733 -0.638
C 10.253 -14.182 1.166 -0.820
H 2.511 -7.279 2.993 0.146
H 1.822 -8.022 1.358 0.320
H 3.231 -6.942 1.340 0.349
H 2.852 -9.713 0.348 0.367
H 4.503 -11.361 0.135 0.537
H 6.589 -9.566 3.333 0.498
H 4.736 -7.870 3.473 0.736
H 6.603 -11.937 -0.500 0.416
H 8.505 -13.495 -0.723 0.417
H 9.085 -13.624 3.314 0.432
H 7.238 -11.929 3.782 0.415
H 10.766 -13.322 0.653 0.352
H 10.125 -15.013 0.489 0.335
H 10.729 -14.541 2.092 0.355
C 1.948 8.611 14.996 -0.910
N 1.509 7.942 13.774 0.038
C 2.433 7.530 12.902 -0.356
C 2.114 6.988 11.681 -0.693
C 0.798 6.848 11.335 0.685
C -0.179 7.253 12.275 -0.698
C 0.165 7.795 13.476 -0.192
C 0.501 6.275 9.988 0.921
C 1.278 5.248 9.585 -1.098
C 1.132 4.680 8.317 -0.835
N 0.247 5.171 7.484 0.217
C -0.577 6.230 7.862 -0.114
C -0.407 6.862 9.069 -0.937
C 0.031 4.405 6.223 -0.135
H 2.851 9.133 14.818 0.379
H 2.261 7.880 15.712 0.364
H 1.100 9.240 15.296 0.341
H 3.466 7.688 13.233 0.415
H 2.881 6.662 10.963 0.615
H -1.230 7.263 12.047 0.462
H -0.564 7.993 14.257 0.451
H 2.047 4.906 10.242 0.686
H 1.719 3.909 7.923 1.076
H -1.243 6.463 7.104 0.540
H -1.068 7.630 9.326 0.516
H -0.613 3.461 6.380 0.360
H 1.004 4.097 5.784 -0.279
H -0.504 5.100 5.562 0.271
C 6.483 9.484 -19.796 -0.900
N 5.350 8.601 -19.916 0.065
C 4.654 8.193 -18.850 -0.256
C 3.420 7.540 -18.986 -0.832
C 3.073 7.083 -20.231 0.774
C 3.891 7.349 -21.310 -0.711
C 4.980 8.127 -21.124 -0.410
C 1.880 6.222 -20.361 0.753
C 0.634 6.574 -19.881 -0.648
C -0.392 5.590 -19.899 -0.128
N -0.273 4.434 -20.538 0.033
C 0.920 4.119 -21.093 -0.145
C 2.001 5.002 -21.090 -0.931
C -1.372 3.475 -20.623 -0.878
H 7.436 8.932 -20.032 0.334
H 6.516 10.052 -18.831 0.315
H 6.300 10.249 -20.548 0.410
H 5.028 8.454 -17.876 0.417
H 2.902 7.400 -18.086 0.599
H 3.577 6.965 -22.243 0.605
H 5.703 8.412 -21.925 0.468
H 0.481 7.512 -19.349 0.499
H -1.390 5.854 -19.516 0.448
H 1.205 3.140 -21.527 0.350
H 2.930 4.636 -21.346 0.536
H -2.031 3.823 -21.366 0.364
H -1.909 3.492 -19.676 0.383
H -0.920 2.512 -20.830 0.305
C 3.790 10.153 -0.728 -0.643
N 2.654 10.707 -1.438 0.340
C 1.445 10.038 -1.321 -0.551
C 0.290 10.615 -1.783 -0.953
C 0.291 11.940 -2.276 0.765
C 1.545 12.516 -2.566 -1.046
C 2.683 11.800 -2.131 -0.013
C -1.065 12.588 -2.442 1.173
C -1.362 13.748 -3.211 -0.689
C -2.569 14.370 -3.188 -0.244
N -3.597 13.748 -2.514 0.011
C -3.392 12.647 -1.827 -0.137
C -2.177 11.981 -1.830 -0.947
C -4.876 14.377 -2.471 -0.964
H 3.908 9.059 -0.948 0.055
H 3.501 10.281 0.334 0.374
H 4.685 10.776 -0.847 0.325
H 1.392 9.059 -0.821 0.588
H -0.591 10.080 -1.660 0.673
H 1.714 13.362 -3.195 0.419
H 3.714 12.216 -2.219 0.399
H -0.518 14.352 -3.681 0.262
H -2.928 15.275 -3.662 0.497
H -4.249 12.202 -1.375 0.413
H -2.131 11.022 -1.345 0.644
H -5.413 14.143 -3.431 0.342
H -4.807 15.433 -2.177 0.428
H -5.353 13.833 -1.681 0.302
C -9.211 -6.614 -0.373 -0.602
N -8.510 -5.601 0.460 0.096
C -8.895 -4.305 0.324 -0.382
C -8.466 -3.348 1.192 -0.860
C -7.717 -3.685 2.285 0.691
C -7.253 -4.971 2.390 -0.442
C -7.632 -5.879 1.454 -0.565
C -7.304 -2.665 3.282 1.254
C -6.643 -1.476 2.925 -0.957
C -6.066 -0.644 3.903 -0.363
N -6.133 -0.968 5.168 0.309
C -6.870 -2.007 5.504 -0.472
C -7.425 -2.850 4.595 -0.457
C -5.321 -0.166 6.097 -0.449
H -8.451 -7.155 -0.994 0.178
H -9.860 -6.052 -0.966 0.330
H -9.771 -7.273 0.282 0.293
H -9.641 -4.074 -0.431 0.363
H -8.725 -2.369 1.000 0.655
H -6.507 -5.331 3.142 0.477
H -7.345 -6.909 1.498 0.418
H -6.551 -1.196 1.862 0.418
H -5.411 0.225 3.663 0.460
H -6.984 -2.148 6.562 0.404
H -7.945 -3.687 5.040 0.449
H -5.868 0.773 6.140 0.510
H -4.329 0.045 5.747 -0.303
H -5.253 -0.694 7.094 0.337
C -1.058 0.014 5.396 -0.885
N -0.764 1.097 4.373 0.498
C 0.506 1.540 4.255 -0.510
C 0.870 2.223 3.101 -0.629
C -0.116 2.598 2.156 1.327
C -1.393 2.211 2.366 -1.161
C -1.666 1.366 3.400 -0.165
C 0.246 3.282 0.845 1.228
C 1.457 3.940 0.660 -0.334
C 1.809 4.639 -0.433 -1.005
N 0.853 4.735 -1.436 0.211
C -0.360 4.209 -1.296 -0.068
C -0.675 3.387 -0.186 -0.702
C 1.137 5.609 -2.582 -0.750
H -0.390 -0.785 5.181 0.754
H -2.139 -0.328 5.242 -0.187
H -0.973 0.367 6.411 0.312
H 1.186 1.299 5.060 0.621
H 1.938 2.511 2.939 0.123
H -2.190 2.489 1.702 0.401
H -2.732 1.273 3.638 0.419
H 2.087 4.064 1.531 0.391
H 2.733 5.123 -0.732 0.418
H -1.114 4.383 -2.004 0.389
H -1.703 3.080 -0.185 0.328
H 0.269 5.590 -3.269 0.295
H 2.006 5.311 -3.091 0.365
H 1.290 6.610 -2.120 0.137
C 12.008 1.043 -12.421 -0.804
N 11.326 1.693 -11.223 -0.003
C 10.267 2.395 -11.402 -0.021
C 9.563 2.872 -10.294 -0.613
C 10.077 2.683 -9.010 0.462
C 11.297 1.968 -8.918 -0.588
C 11.951 1.568 -10.050 -0.237
C 9.291 2.988 -7.794 0.418
C 9.200 4.278 -7.270 -0.450
C 8.315 4.542 -6.275 -0.444
N 7.504 3.566 -5.755 0.156
C 7.657 2.274 -6.163 -0.228
C 8.588 1.957 -7.115 -0.671
C 6.408 3.780 -4.779 -0.812
H 11.731 1.627 -13.311 0.293
H 11.565 0.057 -12.514 0.368
H 13.091 0.873 -12.253 0.328
H 10.029 2.623 -12.429 0.374
H 8.692 3.481 -10.554 0.403
H 11.740 1.880 -7.931 0.470
H 12.870 1.015 -9.986 0.389
H 9.847 5.093 -7.611 0.456
H 8.154 5.454 -5.822 0.622
H 7.111 1.503 -5.689 0.405
H 8.711 0.979 -7.503 0.503
H 6.381 2.949 -4.113 0.368
H 5.487 3.960 -5.308 0.377
H 6.489 4.631 -4.046 -0.001
C -0.961 -7.642 11.190 -1.505
C -1.663 -6.492 10.419 1.121
C -1.287 -5.046 10.984 -1.108
C -0.327 -4.196 10.180 -0.633
C 0.847 -5.033 9.655 -0.878
C 0.330 -5.985 8.571 1.094
N -1.085 -6.537 8.957 1.058
O -1.616 -7.182 8.118 -0.357
C 1.306 -7.091 8.207 -1.720
C 0.057 -5.135 7.303 -1.575
C -3.128 -6.679 10.294 -1.920
H -1.259 -8.636 10.772 0.383
H -1.313 -7.548 12.233 0.476
H 0.103 -7.511 11.296 0.372
H -0.958 -5.175 12.025 0.377
H -2.228 -4.549 11.139 0.482
H 0.136 -3.393 10.744 0.481
H -0.879 -3.678 9.372 0.282
H 1.280 -5.646 10.467 0.385
H 1.622 -4.353 9.234 0.448
H 2.208 -6.582 7.783 0.413
H 1.041 -7.641 7.330 0.483
H 1.681 -7.758 8.976 0.342
H 0.943 -4.922 6.695 0.328
H -0.396 -4.149 7.544 0.294
H -0.502 -5.726 6.532 0.448
H -3.393 -6.793 11.322 0.511
H -3.401 -7.654 9.862 0.405
H -3.663 -5.869 9.907 0.493
C 5.751 7.093 -2.981 -1.005
C 4.388 6.515 -2.672 0.641
O 3.543 7.161 -2.069 -0.472
O 4.354 5.299 -3.063 -0.739
H 5.993 8.090 -2.543 0.278
H 5.855 7.304 -4.066 0.204
H 6.594 6.401 -2.751 0.288
C 4.947 3.788 5.799 -1.090
C 3.397 3.675 5.841 0.807
O 2.924 3.102 6.853 -0.819
O 2.741 4.109 4.914 -0.819
H 5.245 4.440 6.650 0.275
H 5.331 4.190 4.825 0.284
H 5.360 2.775 5.906 0.287
C -3.119 -4.768 5.601 -0.392
C -4.035 -3.679 5.091 0.194
O -3.788 -2.489 5.375 -0.654
O -4.958 -4.152 4.340 -0.605
H -2.843 -4.539 6.629 0.045
H -2.203 -4.638 5.013 0.204
H -3.554 -5.787 5.530 0.274
C -4.930 3.774 5.444 -1.249
C -3.961 2.639 5.113 0.882
O -4.282 2.070 4.027 -0.891
O -3.073 2.278 5.886 -0.720
H -4.427 4.645 5.867 0.324
H -5.429 3.495 6.372 0.338
H -5.728 3.889 4.655 0.276
C 5.454 10.799 -4.680 -0.913
C 1.982 6.345 -14.377 0.698
O 1.706 6.383 -15.480 -0.343
O 2.247 6.567 -13.250 -0.365
H 4.969 9.886 -4.983 0.163
H 4.971 11.759 -4.887 0.309
H 6.416 10.715 -4.284 0.244
C 3.606 -3.857 3.964 -1.011
C 3.183 -5.338 4.105 0.752
O 4.084 -6.152 3.685 -0.810
O 2.032 -5.628 4.530 -0.731
H 4.409 -3.882 3.217 0.325
H 3.891 -3.403 4.927 0.245
H 2.756 -3.222 3.701 0.249
C -2.757 7.685 0.713 -1.074
C -1.558 7.866 -0.202 0.702
O -1.074 9.032 -0.189 -0.788
O -1.233 6.853 -0.906 -0.686
H -2.780 6.723 1.252 0.248
H -3.647 7.624 0.136 0.293
H -2.879 8.549 1.359 0.325
C -6.159 -8.943 -1.098 -1.150
C -6.711 -9.534 0.233 0.916
O -5.862 -10.062 1.056 -0.786
O -7.944 -9.317 0.496 -0.639
H -5.149 -9.257 -1.215 0.353
H -6.115 -7.853 -1.024 0.219
H -6.760 -9.184 -1.968 0.321
```

Calculated values
Frontier orbital gap, eV: 0.9
Highest occupied orbital energy, eV: -12.598
Charge: +9